1.
The following is a DFT calculation (wB97M-V/def2-TZVPD) of a cluster of 5 separate species, C32H51N2O11P in total.

The SMILES is CC(C)C[C@@H](C)CO[C@](C#N)(CCOC=O)[C@@H](C#N)P(C)C.O=C1CCCO1.O=C1CCCO1.O=C1CCCO1.O=C1CCCO1. The HOMO-LUMO gap is 9.375 eV. The HOMO energy is -8.930 eV.

Structure (XYZ):
```
97
C32H51N2O11P (wB97M-V/def2-TZVPD)
C -2.190 -3.038 -0.788
C -3.037 -1.772 -0.904
C -3.061 -1.328 -2.373
C -2.470 -0.612 -0.077
C -2.656 -0.624 1.445
C -4.074 -0.957 1.905
C -1.691 -1.553 2.185
O -0.386 -1.612 1.600
C 0.638 -0.879 2.219
C 0.810 -1.393 3.596
N 0.921 -1.777 4.671
C 0.366 0.629 2.328
C 0.171 1.285 0.962
O 1.029 2.427 0.828
C 0.445 3.620 0.713
O 1.065 4.624 0.527
C 1.949 -1.106 1.378
C 3.028 -1.678 2.166
N 3.869 -2.184 2.767
P 1.682 -2.169 -0.162
C 3.321 -1.809 -0.897
C 1.976 -3.835 0.531
H -2.617 -3.840 -1.393
H -1.183 -2.837 -1.160
H -2.109 -3.410 0.233
H -4.069 -1.981 -0.617
H -2.107 -0.867 -2.640
H -3.835 -0.577 -2.541
H -3.237 -2.174 -3.038
H -2.934 0.310 -0.440
H -1.413 -0.534 -0.333
H -2.461 0.394 1.803
H -4.444 -1.874 1.451
H -4.088 -1.115 2.988
H -4.761 -0.138 1.697
H -1.615 -1.260 3.237
H -2.079 -2.573 2.176
H -0.501 0.810 2.963
H 1.222 1.088 2.826
H -0.863 1.580 0.789
H 0.432 0.610 0.148
H -0.648 3.592 0.810
H 2.331 -0.145 1.031
H 3.391 -0.734 -1.066
H 4.148 -2.122 -0.255
H 3.388 -2.313 -1.859
H 3.033 -4.052 0.681
H 1.558 -4.548 -0.180
H 1.455 -3.956 1.481
O 2.624 -8.039 5.985
C 2.421 -6.872 6.148
O 1.833 -6.100 5.207
C 1.794 -4.721 5.630
C 1.900 -4.772 7.150
C 2.754 -6.020 7.361
H 2.635 -4.198 5.173
H 0.872 -4.280 5.269
H 2.320 -3.861 7.570
H 0.911 -4.923 7.585
H 3.823 -5.800 7.331
H 2.534 -6.568 8.273
O -1.161 1.736 -1.928
C -1.190 2.842 -2.394
O -1.686 3.886 -1.704
C -1.678 5.080 -2.513
C -0.614 4.820 -3.576
C -0.715 3.305 -3.755
H -2.672 5.210 -2.937
H -1.457 5.923 -1.864
H -0.781 5.391 -4.487
H 0.372 5.078 -3.186
H -1.469 3.018 -4.489
H 0.223 2.818 -4.008
O 4.440 -1.782 -5.811
C 5.330 -1.842 -5.018
O 5.128 -1.633 -3.691
C 6.376 -1.671 -2.979
C 7.320 -2.475 -3.868
C 6.800 -2.131 -5.262
H 6.718 -0.644 -2.832
H 6.195 -2.125 -2.008
H 8.367 -2.227 -3.704
H 7.189 -3.540 -3.676
H 7.255 -1.225 -5.664
H 6.906 -2.930 -5.991
O -5.250 5.019 -1.305
C -5.402 6.155 -1.636
O -4.364 6.917 -2.074
C -4.799 8.264 -2.328
C -6.305 8.163 -2.551
C -6.673 6.983 -1.654
H -4.550 8.872 -1.456
H -4.251 8.639 -3.189
H -6.828 9.087 -2.316
H -6.507 7.912 -3.593
H -6.885 7.290 -0.628
H -7.502 6.383 -2.019
```

Results of the Löwdin charge analysis, in e, for atoms 1 through 8: atom 1 (C): -0.068, atom 2 (C): -0.412, atom 3 (C): -0.077, atom 4 (C): -0.156, atom 5 (C): -0.331, atom 6 (C): -0.054, atom 7 (C): -0.152, atom 8 (O): -0.146



2.
The following is a DFT calculation (wB97M-V/def2-TZVPD) of a structure of composition C6H12O in a non-equilibrium geometry.

The HOMO-LUMO gap is 10.034 eV. The HOMO energy is -9.003 eV.

Structure (XYZ):
```
19
C6H12O (wB97M-V/def2-TZVPD)
C 2.283 -0.900 -0.138
O 0.944 -0.751 0.134
C 0.333 0.377 0.720
C -0.189 1.565 -0.162
C -1.632 1.283 0.337
C -1.095 -0.082 0.837
C -0.896 -1.312 -0.746
H 2.831 -0.970 0.805
H 2.664 -0.093 -0.771
H 2.372 -1.856 -0.676
H 0.953 0.660 1.578
H 0.213 2.557 0.057
H -0.082 1.355 -1.227
H -2.435 1.212 -0.406
H -1.967 2.039 1.074
H -1.490 -0.476 1.801
H -1.944 -1.328 -0.901
H -0.380 -0.936 -1.666
H -0.484 -2.344 -0.650
```

Results of the Löwdin charge analysis, in e, for atoms 1 through 8: atom 1 (C): -0.102, atom 2 (O): -0.298, atom 3 (C): -0.337, atom 4 (C): -0.116, atom 5 (C): -0.164, atom 6 (C): -0.103, atom 7 (C): 0.028, atom 8 (H): 0.087



3.
The following is a DFT calculation (wB97M-V/def2-TZVPD) of a cluster of 8 separate species, C51H52N10O14Si in total in a non-equilibrium geometry.

The SMILES is NC(N)(N)C[SiH2]Cc1ccccc1.O=[N+]([O-])c1ccccc1.O=[N+]([O-])c1ccccc1.O=[N+]([O-])c1ccccc1.O=[N+]([O-])c1ccccc1.O=[N+]([O-])c1ccccc1.O=[N+]([O-])c1ccccc1.O=[N+]([O-])c1ccccc1. The HOMO-LUMO gap is 7.691 eV. The HOMO energy is -8.501 eV.

Structure (XYZ):
```
128
C51H52N10O14Si (wB97M-V/def2-TZVPD)
N 0.018 -2.791 -4.547
C 0.319 -1.398 -4.874
N 1.222 -1.446 -6.080
N 1.135 -0.732 -3.819
C -0.941 -0.515 -5.299
Si -2.238 -0.244 -3.931
C -3.881 0.443 -4.699
C -4.843 -0.805 -4.834
C -6.091 -0.947 -4.068
C -6.879 -2.192 -4.266
C -6.412 -3.239 -5.191
C -5.159 -3.093 -5.971
C -4.388 -1.865 -5.771
H -0.626 -2.888 -3.763
H -0.261 -3.339 -5.357
H 1.145 -0.524 -6.531
H 0.752 -2.081 -6.743
H 1.114 0.259 -4.091
H 0.642 -0.846 -2.926
H -1.355 -0.966 -6.249
H -0.569 0.515 -5.605
H -1.811 0.662 -2.855
H -2.563 -1.561 -3.329
H -3.719 0.884 -5.717
H -4.337 1.224 -4.035
H -6.414 -0.146 -3.362
H -7.820 -2.317 -3.681
H -6.999 -4.174 -5.354
H -4.815 -3.893 -6.673
H -3.433 -1.752 -6.346
C -1.059 4.535 0.785
C -1.141 3.225 0.330
C -0.453 2.842 -0.812
C 0.317 3.779 -1.488
C 0.398 5.093 -1.047
C -0.295 5.469 0.095
N 1.065 3.370 -2.680
O 0.956 2.211 -3.048
O 1.756 4.205 -3.233
H -1.593 4.829 1.681
H -1.739 2.500 0.870
H -0.523 1.818 -1.157
H 0.994 5.827 -1.575
H -0.237 6.491 0.451
C 4.135 -1.345 0.730
C 2.958 -2.054 0.937
C 1.852 -1.419 1.485
C 1.937 -0.073 1.819
C 3.112 0.641 1.622
C 4.213 -0.001 1.075
N 0.765 0.607 2.375
O -0.246 -0.053 2.551
O 0.860 1.795 2.626
H 4.995 -1.843 0.296
H 2.902 -3.101 0.667
H 0.940 -1.980 1.642
H 3.182 1.689 1.885
H 5.134 0.546 0.914
C 3.723 -3.685 6.917
C 4.987 -3.196 6.608
C 5.502 -3.360 5.330
C 4.740 -4.011 4.368
C 3.479 -4.510 4.670
C 2.972 -4.345 5.951
N 5.269 -4.165 3.009
O 6.385 -3.732 2.780
O 4.559 -4.714 2.185
H 3.321 -3.551 7.915
H 5.570 -2.684 7.364
H 6.487 -2.975 5.102
H 2.885 -5.022 3.924
H 1.989 -4.727 6.197
C -3.543 -0.471 4.870
C -4.168 -1.032 5.977
C -3.578 -0.939 7.230
C -2.364 -0.277 7.362
C -1.729 0.281 6.259
C -2.324 0.181 5.009
N -1.750 -0.155 8.688
O -2.325 -0.672 9.630
O -0.701 0.460 8.773
H -4.008 -0.540 3.893
H -5.119 -1.540 5.864
H -4.073 -1.379 8.087
H -0.780 0.793 6.358
H -1.840 0.613 4.143
C 0.281 -1.585 -12.442
C -0.294 -1.691 -11.182
C 0.128 -0.860 -10.154
C 1.123 0.076 -10.402
C 1.708 0.184 -11.656
C 1.283 -0.652 -12.678
N 1.554 0.973 -9.324
O 1.030 0.837 -8.231
O 2.403 1.803 -9.583
H -0.055 -2.232 -13.245
H -1.074 -2.421 -11.001
H -0.326 -0.950 -9.175
H 2.488 0.910 -11.850
H 1.731 -0.575 -13.662
C -8.718 3.386 4.978
C -8.212 4.420 4.201
C -7.104 4.204 3.393
C -6.515 2.946 3.369
C -7.010 1.909 4.148
C -8.116 2.133 4.956
N -5.360 2.707 2.498
O -4.939 3.644 1.843
O -4.888 1.584 2.478
H -9.587 3.556 5.604
H -8.683 5.395 4.222
H -6.717 5.016 2.791
H -6.550 0.929 4.136
H -8.512 1.331 5.566
C 7.171 2.296 4.042
C 7.003 0.972 3.654
C 7.476 -0.054 4.459
C 8.112 0.257 5.653
C 8.291 1.577 6.046
C 7.818 2.598 5.235
N 8.591 -0.824 6.520
O 8.433 -1.972 6.137
O 9.115 -0.516 7.574
H 6.796 3.095 3.414
H 6.500 0.740 2.724
H 7.339 -1.082 4.146
H 8.791 1.823 6.975
H 7.950 3.631 5.532
```

Results of the Löwdin charge analysis, in e, for atoms 1 through 8: atom 1 (N): 0.072, atom 2 (C): -0.710, atom 3 (N): 0.057, atom 4 (N): 0.076, atom 5 (C): -0.268, atom 6 (Si): 0.682, atom 7 (C): -0.272, atom 8 (C): -0.285



4.
The following is a DFT calculation (wB97M-V/def2-TZVPD) of the molecule C5H10O in a non-equilibrium geometry.

The SMILES is CCC1(O)CC1. The HOMO-LUMO gap is 9.286 eV. The HOMO energy is -8.297 eV.

Structure (XYZ):
```
16
C5H10O (wB97M-V/def2-TZVPD)
C -0.066 -0.395 -2.152
C 0.807 -0.155 -0.924
C 0.008 0.331 0.328
O -0.400 1.620 0.010
C -1.059 -0.297 1.649
C 0.413 -0.035 1.693
H 0.520 -0.721 -3.021
H -0.598 0.520 -2.429
H -0.803 -1.169 -1.924
H 1.544 0.634 -1.190
H 1.422 -1.036 -0.705
H -0.926 1.936 0.750
H -1.746 0.507 1.930
H -1.485 -1.275 1.831
H 0.594 0.688 2.461
H 1.047 -0.924 1.687
```

Results of the Löwdin charge analysis, in e, for atoms 1 through 8: atom 1 (C): -0.111, atom 2 (C): -0.179, atom 3 (C): -0.385, atom 4 (O): -0.005, atom 5 (C): -0.021, atom 6 (C): -0.181, atom 7 (H): 0.070, atom 8 (H): 0.072



5.
The following is a DFT calculation (wB97M-V/def2-TZVPD) of a structure of composition C15H28F5N4O3TeV.

Its charge is +2. As for the spin multiplicity: 3. Its expectation value of S² is 2.0126. The HOMO-LUMO gap (alpha / beta) is 8.579 / 8.531 eV. The HOMO energy (alpha / beta) is -15.622 / -15.622 eV.

Structure (XYZ):
```
57
C15H28F5N4O3TeV (wB97M-V/def2-TZVPD)
V -0.133 -0.189 0.322
C -0.479 2.594 1.538
C 0.069 2.786 0.148
N 0.893 1.597 -0.171
C 2.282 1.645 0.343
C 2.482 0.655 1.459
C 3.605 0.628 2.264
C 3.673 -0.318 3.277
C 2.614 -1.194 3.477
C 1.525 -1.113 2.634
C 0.325 -2.015 2.723
N -0.846 -1.416 2.028
C -1.774 -0.652 2.904
C -1.325 0.785 2.961
N -1.133 1.262 1.572
N 1.483 -0.221 1.633
H 0.331 2.582 2.270
H -1.173 3.386 1.824
H -0.739 2.828 -0.585
H 0.646 3.707 0.061
H 0.891 1.513 -1.198
H 2.971 1.415 -0.470
H 2.519 2.651 0.693
H 4.405 1.339 2.110
H 4.541 -0.360 3.922
H 2.634 -1.922 4.277
H 0.555 -2.965 2.236
H 0.085 -2.236 3.764
H -1.389 -2.202 1.676
H -2.767 -0.724 2.457
H -1.823 -1.090 3.902
H -2.049 1.404 3.494
H -0.367 0.876 3.477
H -2.050 1.346 1.132
C 2.581 -1.943 -0.749
O 1.797 -0.866 -1.290
C 1.587 -1.143 -2.700
C 1.216 0.091 -3.473
O -0.003 0.630 -2.971
C -1.050 0.742 -3.942
H 3.541 -1.993 -1.263
H 2.058 -2.894 -0.864
H 2.756 -1.747 0.305
H 0.820 -1.911 -2.800
H 2.521 -1.539 -3.105
H 1.106 -0.180 -4.525
H 2.003 0.848 -3.407
H -0.776 1.449 -4.725
H -1.937 1.095 -3.421
H -1.262 -0.233 -4.385
F -0.387 -2.153 -0.440
Te -2.260 -1.925 -1.194
F -2.204 -3.743 -0.967
F -3.265 -2.021 0.378
F -1.454 -2.196 -2.827
F -3.807 -1.661 -2.120
O -1.807 -0.213 -0.790
```

Results of the Löwdin charge analysis, in e, for atoms 1 through 8: atom 1 (V): 1.038, atom 2 (C): -0.141, atom 3 (C): -0.135, atom 4 (N): -0.109, atom 5 (C): -0.077, atom 6 (C): -0.230, atom 7 (C): 0.031, atom 8 (C): 0.018



6.
The following is a DFT calculation (wB97M-V/def2-TZVPD) of a cluster of 2 separate species, C4H8N2S in total in a non-equilibrium geometry.

The SMILES is N=C=CCS.C=N. The HOMO-LUMO gap is 9.499 eV. The HOMO energy is -8.892 eV.

Structure (XYZ):
```
15
C4H8N2S (wB97M-V/def2-TZVPD)
C -0.355 -1.373 -0.868
C 1.686 0.247 0.531
C -1.168 0.990 -0.614
C -0.369 -0.080 -1.125
N -0.420 -2.538 -0.557
N 1.398 1.181 1.348
S -2.419 0.357 0.571
H 1.982 0.684 -0.498
H 1.695 -0.809 0.637
H -1.804 1.715 -1.239
H -0.610 1.806 -0.029
H 0.398 0.374 -1.896
H 0.171 -2.804 0.202
H 1.347 0.741 2.261
H -1.532 -0.492 1.276
```

Results of the Löwdin charge analysis, in e, for atoms 1 through 8: atom 1 (C): -0.250, atom 2 (C): -0.178, atom 3 (C): -0.611, atom 4 (C): -0.288, atom 5 (N): 0.174, atom 6 (N): 0.034, atom 7 (S): 0.665, atom 8 (H): 0.091